Record 1
H20O10 | ωB97M-V/def2-TZVPD

Output
Calculated total energy   -764.4086 hartree
SMILES string   O.O.O.O.O.O.O.O.O.O
ΔE to the lowest compared entry with this formula, charge and spin   46.01 kcal per mole
Frontier orbital gap   11.12 eV
E_LUMO   0.01296 Eh
HOMO level   -0.3959 Ha

XYZ file:
```
30
Properties=species:S:1:pos:R:3:lowdin_charge:R:1
H 1.45 -0.57 3.44 0.103
H 0.81 0.25 2.23 -0.016
H 0.54 -1.53 1.29 0.052
H -0.81 -2.00 1.12 0.018
H 2.95 1.03 -0.07 0.082
H 1.95 0.11 -0.60 -0.004
H 0.35 -2.59 -0.84 0.021
H 0.13 -3.56 -2.06 0.045
H -1.96 -0.37 0.33 0.059
H -3.14 -0.74 1.28 0.094
H -0.81 0.58 -1.36 -0.004
H -0.89 -0.85 -1.78 0.037
H 0.76 1.73 0.36 0.026
H -0.65 1.64 1.05 -0.005
H -0.44 2.65 -2.88 0.108
H 0.19 2.33 -1.53 -0.081
H 1.44 -1.09 -2.43 0.054
H 1.02 0.40 -2.32 -0.038
H -1.90 0.81 1.96 0.058
H -1.02 1.59 3.08 0.074
O 0.62 -0.32 2.95 -0.048
O 0.04 -2.18 0.72 -0.062
O 2.21 0.47 0.25 -0.063
O 0.38 -2.66 -1.85 -0.092
O -2.17 -0.72 1.27 -0.092
O -1.38 -0.18 -1.29 -0.038
O -0.18 1.99 0.20 -0.124
O 0.26 2.14 -2.39 -0.013
O 1.78 -0.14 -2.41 -0.058
O -1.55 1.75 2.26 -0.093
```



Record 2
H20O10 | ωB97M-V/def2-TZVPD

Output
Calculated total energy   -764.2854 hartree
SMILES string   O.O.O.O.O.O.O.O.O.O
ΔE to the lowest compared entry with this formula, charge and spin   123.34 kcal per mole
Frontier orbital gap   9.60 eV
E_LUMO   0.01076 Eh
HOMO level   -0.3422 Ha

XYZ file:
```
30
Properties=species:S:1:pos:R:3:lowdin_charge:R:1
H 0.22 0.77 0.10 0.020
H -1.40 0.71 0.40 0.029
H -1.15 -3.12 2.49 0.024
H 0.20 -2.38 2.77 0.081
H 0.50 2.99 -0.85 0.070
H 1.34 2.13 -1.82 0.010
H 0.38 2.06 5.65 0.069
H -0.18 0.99 4.75 0.020
H 0.91 -3.23 -0.69 -0.019
H 2.13 -2.32 -0.67 0.043
H 1.60 1.37 2.52 0.036
H 1.98 0.17 1.81 0.005
H -4.88 0.82 -2.61 0.034
H -3.95 1.43 -1.80 -0.021
H 1.35 0.51 -1.04 0.046
H -0.02 -0.04 -1.41 0.004
H -2.68 -1.89 -1.25 0.044
H -1.90 -2.76 -2.15 0.013
H 2.39 0.46 -3.53 0.069
H 3.35 1.53 -3.38 0.003
O -0.57 0.26 0.46 -0.088
O -0.49 -3.02 3.19 -0.111
O 1.07 2.22 -0.94 -0.059
O -0.50 1.75 5.26 -0.088
O 1.18 -2.37 -0.60 -0.011
O 1.79 1.05 1.64 -0.002
O -4.45 0.68 -1.78 -0.005
O 0.82 0.13 -1.84 -0.146
O -1.88 -1.88 -1.80 -0.038
O 2.85 0.99 -2.85 -0.031
```



Record 3
H20O10 | ωB97M-V/def2-TZVPD

Output
Calculated total energy   -764.3886 hartree
SMILES string   O.O.O.O.O.O.O.O.O.O
ΔE to the lowest compared entry with this formula, charge and spin   58.54 kcal per mole
Frontier orbital gap   9.02 eV
E_LUMO   -0.03107 Eh
HOMO level   -0.3627 Ha

XYZ file:
```
30
Properties=species:S:1:pos:R:3:lowdin_charge:R:1
O -3.00 1.62 -1.14 -0.040
H -3.60 0.95 -1.46 0.041
H -2.19 1.50 -1.66 0.010
O 2.65 1.33 -1.23 -0.033
H 2.33 0.57 -0.72 -0.002
H 3.51 1.05 -1.56 0.052
O -2.81 1.25 2.16 -0.074
H -2.75 1.26 1.19 -0.014
H -1.90 1.08 2.45 -0.016
O -0.23 2.28 -1.59 -0.055
H -0.65 1.90 -0.80 -0.002
H 0.70 2.03 -1.49 -0.005
O -0.09 0.75 3.33 -0.057
H 0.25 -0.15 3.49 0.007
H 0.48 1.10 2.64 0.031
O 0.51 -0.60 -3.16 -0.050
H 1.45 -0.60 -3.33 0.031
H 0.43 -0.25 -2.26 -0.008
O -1.85 -1.48 -1.05 -0.029
H -2.68 -1.86 -0.76 0.072
H -1.48 -2.11 -1.68 0.062
O -0.33 0.16 0.43 -0.056
H -1.01 -0.42 0.05 0.009
H 0.45 -0.40 0.51 -0.009
O 1.27 -1.70 2.86 -0.037
H 1.33 -1.65 1.90 -0.001
H 1.96 -2.31 3.13 0.054
O 2.10 -1.54 -0.08 -0.036
H 2.96 -1.33 0.29 0.073
H 2.20 -2.42 -0.45 0.080
```



Record 4
H20O10 | ωB97M-V/def2-TZVPD

Output
Calculated total energy   -764.2397 hartree
SMILES string   O.O.O.O.O.O.O.O.O.O
ΔE to the lowest compared entry with this formula, charge and spin   151.97 kcal per mole
Frontier orbital gap   9.03 eV
E_LUMO   -0.00337 Eh
HOMO level   -0.3353 Ha

XYZ file:
```
30
Properties=species:S:1:pos:R:3:lowdin_charge:R:1
H -0.61 0.04 -0.91 0.045
H -1.14 0.84 0.27 0.057
H 1.29 -0.89 -2.64 0.022
H 0.56 -0.58 -3.94 0.063
H 0.49 2.65 -1.48 0.041
H 1.97 2.66 -1.14 0.032
H -4.54 0.71 -0.09 0.021
H -5.20 0.90 1.27 0.024
H 1.30 -1.70 0.85 0.006
H 1.82 -2.50 2.03 0.038
H 2.70 1.83 0.47 -0.005
H 4.18 2.16 0.62 0.038
H -0.59 -0.14 5.00 0.040
H -1.27 -1.13 4.06 0.032
H -0.26 -1.76 -0.73 0.041
H -1.59 -1.64 -0.01 0.060
H -2.30 -0.05 1.83 0.029
H -3.66 -0.39 1.24 0.046
H 2.73 -1.02 -3.51 -0.008
H 3.63 -1.10 -2.29 0.041
O -0.78 -0.03 0.03 -0.138
O 0.77 -0.21 -3.07 -0.034
O 1.10 2.80 -0.75 -0.052
O -5.13 1.30 0.39 -0.066
O 1.99 -2.33 1.09 -0.052
O 3.54 1.44 0.72 -0.054
O -0.73 -0.33 4.07 -0.054
O -1.19 -1.56 -0.88 -0.112
O -3.12 0.36 1.51 -0.057
O 3.61 -1.30 -3.23 -0.046
```



Record 5
H20O10 | ωB97M-V/def2-TZVPD

Output
Calculated total energy   -764.4020 hartree
SMILES string   O.O.O.O.O.O.O.O.O.O
ΔE to the lowest compared entry with this formula, charge and spin   50.17 kcal per mole
Frontier orbital gap   9.68 eV
E_LUMO   -0.01742 Eh
HOMO level   -0.3731 Ha

XYZ file:
```
30
Properties=species:S:1:pos:R:3:lowdin_charge:R:1
O 0.20 -0.06 0.16 -0.048
H 1.03 0.34 -0.18 0.011
H -0.45 0.64 0.09 0.019
O 1.07 0.19 -3.40 -0.064
H 1.44 0.73 -2.68 -0.015
H 1.76 0.16 -4.08 0.041
O -2.80 1.17 0.31 -0.059
H -3.34 1.32 -0.48 0.074
H -2.74 0.20 0.39 0.041
O -2.26 3.78 0.74 -0.081
H -1.71 4.02 -0.01 0.022
H -2.37 2.80 0.67 -0.025
O 2.05 1.69 -1.16 -0.040
H 1.83 2.59 -0.88 0.082
H 3.00 1.62 -1.05 0.078
O -2.42 -1.49 1.76 -0.074
H -1.70 -1.04 2.23 0.016
H -1.97 -2.13 1.18 0.002
O 3.14 -1.59 -1.46 -0.039
H 2.60 -1.19 -2.16 0.022
H 4.02 -1.22 -1.57 0.055
O 2.11 -2.60 1.11 -0.080
H 2.49 -2.20 0.32 -0.018
H 1.17 -2.38 1.05 -0.014
O -1.35 0.95 3.28 -0.044
H -1.33 1.55 2.52 0.019
H -2.14 1.21 3.77 0.054
O -0.57 -2.96 0.21 -0.056
H -0.45 -3.80 -0.25 0.074
H -0.31 -2.28 -0.44 0.046
```



Record 6
H20O10 | ωB97M-V/def2-TZVPD

Output
Calculated total energy   -764.3073 hartree
SMILES string   O.O.O.O.O.O.O.O.O.O
ΔE to the lowest compared entry with this formula, charge and spin   109.55 kcal per mole
Frontier orbital gap   10.84 eV
E_LUMO   -0.01131 Eh
HOMO level   -0.4095 Ha

XYZ file:
```
30
Properties=species:S:1:pos:R:3:lowdin_charge:R:1
H -0.23 -0.34 0.42 0.030
H -1.26 0.80 0.33 -0.014
H -2.44 2.98 3.02 -0.022
H -2.40 1.50 2.69 0.037
H -0.37 -2.17 2.46 0.055
H 1.07 -2.12 2.29 0.004
H 1.63 -1.50 4.58 0.036
H 0.67 -0.61 3.85 0.067
H 0.56 -2.36 -3.25 0.089
H 0.19 -1.62 -4.49 -0.014
H 1.84 2.21 1.72 0.001
H 1.00 3.47 2.35 0.084
H 0.48 -4.06 1.75 0.026
H -0.59 -4.34 2.70 -0.018
H 1.95 -0.19 -3.43 0.009
H 1.97 0.88 -4.34 -0.037
H -2.17 2.71 -3.38 0.015
H -2.51 1.62 -2.39 0.094
H -0.51 1.34 -4.34 0.077
H 0.67 2.21 -3.81 0.028
O -0.74 0.32 0.91 -0.034
O -2.05 2.20 3.27 -0.022
O 0.30 -1.96 1.80 -0.035
O 0.69 -1.32 4.54 -0.064
O -0.22 -2.23 -3.90 -0.073
O 1.87 2.94 2.33 -0.093
O 0.02 -4.80 2.20 -0.040
O 2.57 0.39 -3.85 -0.033
O -2.13 2.58 -2.42 -0.108
O 0.17 1.45 -3.63 -0.046
```



Record 7
H20O10 | ωB97M-V/def2-TZVPD

Output
Calculated total energy   -764.2575 hartree
SMILES string   O.O.O.O.O.O.O.O.O.O
ΔE to the lowest compared entry with this formula, charge and spin   140.80 kcal per mole
Frontier orbital gap   8.62 eV
E_LUMO   -0.01199 Eh
HOMO level   -0.3286 Ha

XYZ file:
```
30
Properties=species:S:1:pos:R:3:lowdin_charge:R:1
H -1.16 -0.67 0.98 0.056
H 0.10 0.15 0.75 0.059
H 2.74 -2.20 -1.58 0.037
H 3.98 -2.72 -0.88 0.040
H 3.72 2.68 -0.18 0.032
H 4.17 3.52 1.00 0.030
H 3.52 -1.81 1.89 0.042
H 3.18 -0.50 2.58 0.055
H -2.51 2.34 -1.97 0.009
H -2.88 3.73 -1.47 0.037
H -3.45 -2.43 -1.97 0.026
H -2.93 -3.82 -2.32 0.035
H -0.66 1.38 -0.91 0.019
H -0.25 0.17 -1.73 0.046
H -3.99 -0.48 1.96 -0.021
H -3.40 -1.10 3.22 0.029
H -3.35 0.50 0.04 0.043
H -3.48 1.90 0.63 0.053
H 2.90 -0.57 -0.33 0.022
H 4.39 -0.37 -0.08 0.049
O -0.84 0.13 0.55 -0.092
O 3.68 -2.34 -1.71 -0.047
O 3.79 2.66 0.78 -0.071
O 2.87 -1.09 1.89 -0.088
O -2.64 3.25 -2.27 -0.045
O -3.38 -3.33 -1.62 -0.060
O 0.11 0.90 -1.22 -0.084
O -4.22 -0.74 2.86 -0.068
O -3.52 0.97 0.87 -0.046
O 3.52 -0.09 0.23 -0.099
```



Record 8
H20O10 | ωB97M-V/def2-TZVPD

Output
Calculated total energy   -764.3886 hartree
SMILES string   O.O.O.O.O.O.O.O.O.O
ΔE to the lowest compared entry with this formula, charge and spin   58.58 kcal per mole
Frontier orbital gap   9.26 eV
E_LUMO   -0.02430 Eh
HOMO level   -0.3646 Ha

XYZ file:
```
30
Properties=species:S:1:pos:R:3:lowdin_charge:R:1
O -0.62 -1.47 -3.49 -0.064
H -0.87 -1.43 -2.56 -0.014
H -0.26 -2.35 -3.60 0.028
O -1.93 -2.35 -0.99 -0.050
H -1.60 -2.56 -0.10 -0.013
H -2.79 -1.94 -0.85 0.064
O 2.02 1.40 1.47 -0.061
H 2.83 1.40 1.99 0.051
H 2.24 0.89 0.67 -0.003
O -0.85 0.58 0.29 -0.032
H -0.98 -0.35 0.05 0.022
H -0.09 0.58 0.89 0.040
O 0.52 3.99 1.44 -0.070
H 0.64 4.26 2.35 0.024
H 1.15 3.26 1.32 -0.012
O -0.79 -2.89 1.57 -0.033
H -1.13 -2.70 2.46 0.071
H -0.22 -3.65 1.69 0.061
O -0.37 2.98 -1.27 -0.056
H -0.30 2.06 -0.97 -0.015
H 0.21 3.03 -2.04 0.028
O 2.26 0.26 -1.01 -0.049
H 2.04 -0.68 -0.91 0.005
H 2.70 0.35 -1.86 0.065
O 1.93 -2.51 -0.54 -0.027
H 1.07 -2.68 -0.14 0.028
H 2.54 -3.12 -0.12 0.063
O -3.16 2.25 1.31 -0.060
H -2.45 1.63 1.09 -0.011
H -3.75 1.75 1.89 0.019
```



- What is the ΔE to the lowest compared entry with this formula, charge and spin in the eighth record?
  58.58 kcal per mole